1.
12
Properties=species:S:1:pos:R:3:forces:R:3 method="wB97M-V/def2-TZVPD" e_tot_ha=-373.53638 gap_ev="7.90 / 7.78" homo_ev="-7.563 / -10.484" multiplicity=3 charge=0
C -1.155 1.083 0.582 3.9 -3.7 0.5
C -1.106 0.616 2.072 2.8 -4.5 -1.9
C 0.438 -0.249 -0.373 0.1 1.2 1.3
C 0.816 -1.014 -1.650 -0.3 2.1 3.1
N -2.044 1.755 1.229 -3.5 4.5 -0.3
N -0.515 0.775 -0.474 -2.6 0.8 -1.4
N -1.561 1.622 2.617 -2.1 3.0 1.6
N 0.913 -0.317 0.814 1.3 -1.0 -1.0
H 1.044 -0.295 -2.387 1.2 0.8 -0.7
H -0.089 -1.358 -2.029 -1.4 -1.8 -0.5
H 1.580 -1.638 -1.242 0.5 -1.0 -1.0
H 1.679 -0.981 0.842 0.1 -0.4 0.2

=====

2.
95
Properties=species:S:1:pos:R:3:forces:R:3 method="wB97M-V/def2-TZVPD" e_tot_ha=-3847.98836 gap_ev="5.00 / 5.00" homo_ev="-8.332 / -8.332" multiplicity=1 charge=0
Pb -0.162 -0.379 1.069 0.5 -0.2 0.2
C 2.417 1.297 4.893 -0.1 0.0 0.0
C 1.441 0.980 3.799 -0.2 0.3 0.2
N 1.760 0.342 2.740 -0.3 0.0 -0.1
O 3.042 -0.053 2.686 0.5 -0.3 0.0
B 3.474 -1.085 1.687 0.1 -0.2 0.2
F 3.646 -0.474 0.434 -0.2 -0.2 0.1
F 4.681 -1.571 2.162 -0.3 0.2 -0.2
O 2.561 -2.298 1.581 0.3 0.2 0.0
N 1.261 -2.182 1.931 0.1 0.6 0.0
C 0.753 -3.111 2.633 -0.2 -0.4 0.2
C 1.521 -4.321 3.065 -0.1 0.0 0.0
C -0.670 -2.911 3.073 0.1 -0.3 -0.1
N -1.212 -1.807 2.748 0.3 0.4 0.0
O -2.477 -1.563 3.154 -0.3 0.2 0.1
B -2.659 -0.306 3.981 -0.1 -0.1 0.1
F -1.948 -0.487 5.186 -0.1 0.0 -0.3
F -4.011 -0.148 4.156 0.3 0.0 0.0
O -2.152 0.943 3.299 -0.3 -0.1 0.0
N -0.804 0.880 3.087 0.2 -0.2 -0.1
C -0.017 1.293 3.996 0.3 0.2 0.2
C -0.470 1.973 5.247 0.1 0.0 0.0
C -1.376 -3.957 3.870 0.1 0.0 0.0
H 3.426 1.094 4.554 0.0 0.0 0.0
H 2.333 2.339 5.204 0.0 0.0 0.0
H 2.215 0.669 5.765 0.0 0.1 0.0
H 2.573 -4.175 2.844 0.0 0.0 0.0
H 1.392 -4.502 4.132 0.0 0.0 0.0
H 1.171 -5.206 2.526 0.0 0.1 0.0
H -1.549 2.078 5.236 0.0 0.0 0.0
H -0.187 1.387 6.122 0.0 0.0 0.0
H -0.005 2.959 5.325 0.0 -0.1 0.0
H -1.570 -4.831 3.242 0.1 0.0 0.0
H -0.776 -4.278 4.721 0.0 0.0 0.0
H -2.319 -3.561 4.225 -0.1 0.0 0.0
C -2.859 2.535 0.483 -0.1 -0.1 0.0
C -3.113 2.697 -0.995 0.0 0.1 0.1
C -4.359 3.143 -1.437 0.0 -0.1 0.1
C -4.610 3.377 -2.778 -0.1 0.0 0.0
C -3.607 3.180 -3.720 0.0 0.0 0.0
C -2.375 2.699 -3.312 -0.1 0.1 0.1
C -2.127 2.446 -1.958 0.1 0.3 0.0
P -0.495 1.842 -1.421 -0.5 0.2 -0.7
C 0.102 0.950 -2.898 0.2 0.1 -0.1
C -0.781 -0.090 -3.225 0.0 0.1 0.0
C -0.509 -0.972 -4.251 0.0 0.0 0.0
C 0.675 -0.839 -4.965 0.0 -0.1 0.0
C 1.539 0.196 -4.664 0.1 0.0 0.0
C 1.280 1.115 -3.642 -0.2 0.1 -0.1
C 2.265 2.231 -3.441 -0.2 -0.1 0.2
C 0.423 3.280 -0.914 0.2 -0.2 0.0
C -0.196 4.537 -0.814 0.0 0.1 0.1
C 0.489 5.618 -0.310 0.1 -0.1 0.0
C 1.810 5.500 0.199 -0.2 0.3 0.0
C 2.419 4.293 0.181 0.1 -0.2 0.0
C 1.749 3.131 -0.342 0.0 0.1 -0.1
C 2.367 1.919 -0.251 -0.1 0.0 0.3
H -3.546 3.156 1.060 0.0 0.0 0.0
H -1.841 2.811 0.765 0.0 0.0 0.0
H -3.026 1.508 0.821 0.0 0.0 -0.1
H -5.145 3.291 -0.701 0.1 0.0 -0.1
H -5.591 3.721 -3.090 0.1 0.0 0.0
H -3.780 3.403 -4.766 0.0 -0.1 0.1
H -1.597 2.528 -4.043 0.0 0.0 0.0
H -1.709 -0.195 -2.674 0.0 -0.1 0.1
H -1.213 -1.762 -4.485 0.0 0.0 0.0
H 0.917 -1.534 -5.760 0.0 0.0 0.0
H 2.454 0.308 -5.237 -0.1 0.0 0.0
H 2.910 2.326 -4.312 0.0 0.0 0.0
H 2.904 2.047 -2.574 0.1 0.0 0.0
H 1.761 3.184 -3.268 0.0 0.0 0.0
H -1.206 4.668 -1.181 0.0 0.0 -0.1
H 0.011 6.592 -0.325 0.0 -0.1 0.0
H 2.316 6.369 0.598 0.0 0.0 0.0
H 3.420 4.163 0.579 0.0 0.0 0.0
H 3.365 1.835 0.170 -0.1 0.0 -0.1
H 1.897 0.975 -0.535 0.2 0.2 -0.1
O 1.329 -0.814 -1.288 0.1 0.1 0.4
C 1.749 -1.849 -1.762 0.2 -0.3 -0.3
C 0.979 -3.073 -1.936 -0.1 0.0 0.1
C 1.452 -3.979 -2.877 0.2 0.1 -0.1
C 0.692 -5.060 -3.249 0.0 -0.1 -0.1
C -0.573 -5.264 -2.693 0.0 0.0 0.0
C -1.045 -4.401 -1.737 -0.1 0.0 0.0
C -0.276 -3.294 -1.296 -0.2 0.2 0.2
O -0.707 -2.533 -0.337 0.4 -0.1 -0.1
N 1.195 -5.981 -4.271 0.0 -0.1 -0.1
O 0.499 -6.937 -4.570 0.1 0.2 0.1
O 2.281 -5.744 -4.774 -0.2 0.0 0.1
H 2.772 -1.876 -2.185 -0.1 0.0 0.0
H 2.409 -3.807 -3.358 0.0 0.0 0.0
H -1.164 -6.102 -3.034 0.0 0.0 0.0
H -2.028 -4.539 -1.305 0.1 0.0 0.0
I -2.873 -1.550 -0.175 -1.2 -0.1 -0.6
I -5.383 -0.402 -0.092 0.3 -0.1 0.1

=====

3.
107
Properties=species:S:1:pos:R:3:forces:R:3 method="wB97M-V/def2-TZVPD" e_tot_ha=-4265.97363 gap_ev=4.58 homo_ev=-8.581 multiplicity=1 charge=+1
In -1.983 -3.621 -2.623 1.5 1.6 -2.3
O -2.114 -1.365 -1.225 0.5 0.4 1.2
S -0.862 -0.471 -0.997 -1.3 -0.8 -1.3
C -1.342 1.181 -0.308 1.6 -1.6 1.4
C -0.179 1.931 -0.212 1.0 1.2 -1.2
C -0.269 3.297 0.046 -0.6 -0.6 1.1
C -1.535 3.805 0.323 -0.1 0.2 -0.5
C -2.646 3.001 0.522 2.0 -1.7 -0.1
C -2.445 1.582 0.455 -1.5 0.1 -0.7
P -3.359 0.475 1.590 -0.2 0.0 -1.3
C -2.194 -0.498 2.512 1.1 -0.1 0.4
C -2.655 -1.765 2.965 -0.3 1.6 -1.8
C -1.819 -2.479 3.742 2.5 -1.4 1.6
C -0.424 -2.074 4.008 -3.9 0.7 -0.9
C -0.066 -0.782 3.617 0.0 -1.7 0.7
C -0.907 0.010 2.882 -2.8 -0.2 -1.2
C -4.399 1.427 2.701 0.0 -1.0 0.1
C -5.736 1.034 2.962 1.1 0.8 0.2
C -6.355 1.721 4.005 -1.5 0.1 0.7
C -5.715 2.708 4.751 1.7 0.2 -1.0
C -4.391 3.135 4.394 -2.2 -0.9 0.5
C -3.723 2.393 3.460 1.1 0.5 -1.0
C -0.671 0.025 -2.776 1.2 1.1 -0.5
C -1.824 0.187 -3.503 -0.6 0.7 -0.2
C -1.789 0.748 -4.793 1.3 -1.2 -0.3
C -0.560 1.049 -5.433 -0.9 0.7 0.5
C 0.619 0.854 -4.687 -0.7 0.6 -1.8
C 0.562 0.356 -3.417 0.2 -0.9 1.6
P 2.051 0.260 -2.382 0.4 -0.7 2.0
C 3.142 1.584 -2.836 1.0 0.4 -0.7
C 4.116 1.571 -3.852 -0.5 2.0 1.0
C 4.836 2.794 -4.059 1.2 -2.3 -2.1
C 4.556 3.985 -3.462 -1.4 -1.2 2.2
C 3.654 3.868 -2.378 0.0 3.1 -0.7
C 3.043 2.718 -2.024 -0.5 -0.9 -1.0
C 3.102 -1.184 -2.756 -0.1 0.0 -0.4
C 2.734 -2.142 -3.710 1.0 0.8 0.3
C 3.720 -3.068 -4.069 -0.3 -0.5 -0.3
C 4.932 -3.146 -3.367 0.7 -0.6 0.4
C 5.308 -2.160 -2.387 -3.3 -0.5 -1.9
C 4.380 -1.177 -2.099 -1.6 0.1 -0.5
H 0.824 1.514 -0.428 -0.8 0.0 -0.1
H 0.590 3.944 0.179 0.2 -0.3 -0.3
H -1.579 4.865 0.408 -0.5 0.7 0.1
H -3.623 3.352 0.643 -1.1 0.8 1.0
H -3.592 -2.163 2.527 0.5 0.3 1.0
H -2.262 -3.369 4.212 0.7 0.1 -0.4
H 0.212 -2.737 4.549 0.4 -0.1 0.4
H 0.852 -0.422 3.971 1.3 0.7 0.0
H -0.663 0.994 2.510 0.6 0.2 0.3
H -6.213 0.201 2.440 0.1 0.5 0.1
H -7.436 1.573 4.266 1.2 -0.4 -0.3
H -6.186 3.120 5.625 -0.3 0.4 -0.1
H -3.978 4.041 4.775 0.4 0.1 0.7
H -2.640 2.618 3.261 -1.2 -0.2 0.1
H -2.793 -0.007 -3.039 0.3 -0.1 -0.2
H -2.718 0.715 -5.326 -0.3 0.6 -0.3
H -0.551 1.564 -6.435 0.0 -0.9 1.2
H 1.573 1.149 -5.140 -0.3 -0.2 0.3
H 4.275 0.685 -4.446 0.3 0.0 -0.1
H 5.678 2.716 -4.775 -0.7 0.3 0.2
H 5.023 4.919 -3.661 0.4 0.4 -0.4
H 3.265 4.797 -1.907 0.8 -0.7 0.1
H 2.411 2.739 -1.176 -0.5 -0.1 0.6
H 1.751 -2.094 -4.210 0.7 0.0 0.2
H 3.483 -3.692 -4.967 0.5 0.1 1.2
H 5.549 -4.081 -3.505 -0.4 1.5 -0.2
H 6.210 -2.078 -1.905 2.1 -0.5 0.9
H 4.536 -0.373 -1.362 0.3 -0.5 -0.4
N -1.286 -6.103 0.912 0.7 -0.8 0.6
C -0.688 -5.724 -0.244 -1.9 0.7 0.8
N -1.628 -5.101 -0.990 -0.1 -2.6 2.4
C -2.804 -5.305 -0.246 1.0 1.6 -0.6
N -2.620 -5.846 0.944 0.7 0.1 -1.4
C -4.046 -4.638 -0.728 -2.4 -0.7 2.0
C -5.259 -4.726 0.077 1.4 0.3 -1.9
N -6.321 -4.049 -0.307 -0.6 -0.4 0.5
C -6.337 -3.331 -1.427 -0.9 -0.2 -0.5
C -5.193 -3.281 -2.222 -0.4 0.4 0.5
N -4.080 -3.920 -1.844 -0.2 -0.4 1.0
H -0.859 -6.582 1.739 -0.5 0.6 -1.3
H 0.358 -5.919 -0.440 -0.1 0.3 -0.2
H -5.358 -5.412 0.911 0.2 0.3 0.2
H -7.369 -2.907 -1.698 2.0 -0.3 0.2
H -5.118 -2.632 -3.086 0.0 -0.3 -0.2
N 8.031 0.511 3.496 -1.3 -0.2 -0.3
C 6.797 1.149 3.147 0.1 -0.8 0.1
C 6.765 2.535 2.851 -0.4 -2.8 0.1
C 5.548 3.072 2.524 -0.2 -0.2 -1.3
C 4.401 2.283 2.377 0.1 -1.1 1.0
C 4.428 0.867 2.607 0.5 3.4 0.2
C 5.634 0.337 3.000 0.8 -0.2 0.4
S 2.911 3.202 2.114 -2.5 -1.0 1.2
O 2.903 3.449 0.682 -0.2 0.3 -0.5
O 1.704 2.390 2.549 1.8 0.3 -0.9
O 3.046 4.371 2.948 0.2 0.4 -0.1
H 8.809 1.097 3.308 0.7 0.3 0.3
H 8.079 -0.034 4.357 -0.1 0.5 -0.5
H 7.707 3.017 2.738 0.4 0.8 0.3
H 5.551 4.082 2.160 -0.4 0.5 0.3
H 3.484 0.377 2.610 -0.4 -0.7 -0.2
H 5.665 -0.739 3.216 0.4 0.4 0.0
C -5.176 -0.544 -0.187 -0.4 0.4 0.1
O -4.269 -0.676 0.953 -0.4 0.6 -0.7
H -5.325 0.496 -0.559 0.1 -0.4 0.9
H -6.164 -0.990 0.136 1.2 0.5 -0.5
H -4.711 -1.034 -1.048 -0.1 -0.3 0.5

=====

4.
89
Properties=species:S:1:pos:R:3:forces:R:3 method="wB97M-V/def2-TZVPD" e_tot_ha=-7787.71910 gap_ev="4.31 / 4.97" homo_ev="-12.037 / -12.037" multiplicity=2 charge=+2
V 1.680 1.625 -1.503 1.1 0.2 0.7
S 3.062 1.481 -3.288 -0.2 0.1 0.2
C 2.796 3.201 -3.092 -0.2 0.0 0.0
N 1.849 3.492 -2.216 -0.2 0.3 -0.2
C 1.709 4.868 -2.026 0.0 -0.3 0.0
C 0.823 5.505 -1.165 0.0 0.1 0.0
C 0.851 6.886 -1.122 0.0 0.0 0.0
C 1.741 7.619 -1.917 0.0 0.0 0.0
C 2.624 6.989 -2.772 0.0 0.0 0.0
C 2.596 5.599 -2.813 0.1 0.1 -0.1
S 3.596 4.530 -3.768 0.1 0.1 -0.1
H 0.138 4.935 -0.550 0.0 0.0 0.0
H 0.176 7.411 -0.461 0.0 0.0 0.0
H 1.740 8.698 -1.860 0.0 0.0 0.0
H 3.313 7.559 -3.380 0.0 0.0 0.0
C -6.443 -9.321 -2.200 0.0 0.1 0.0
O -6.832 -7.951 -2.291 0.1 0.0 0.0
C -5.875 -7.014 -2.200 -0.1 -0.2 0.0
C -6.317 -5.689 -2.267 0.0 0.1 0.0
C -5.410 -4.661 -2.186 -0.1 0.0 0.0
C -4.043 -4.920 -2.039 0.1 0.1 0.0
C -3.613 -6.239 -1.969 0.0 -0.1 0.0
C -4.515 -7.287 -2.050 0.1 0.1 0.0
C -3.065 -3.844 -1.956 -0.1 -0.1 0.0
N -1.779 -3.976 -1.678 -0.1 0.1 0.0
C -1.276 -2.715 -1.725 0.3 -0.2 0.1
C -2.251 -1.785 -2.028 -0.3 0.1 -0.1
N -3.395 -2.529 -2.175 0.1 0.1 0.0
C -1.989 -0.392 -2.139 -0.1 0.0 -0.1
C -2.905 0.629 -2.459 -0.1 -0.1 0.0
C -2.484 1.932 -2.552 0.0 0.1 0.0
C -1.144 2.241 -2.325 0.1 -0.1 0.0
N -0.259 1.298 -2.014 -0.4 -0.2 -0.1
C -0.662 -0.002 -1.922 0.1 0.2 0.2
C 0.349 -0.945 -1.558 0.0 0.2 0.0
N 1.579 -0.419 -1.302 -0.1 -0.7 -0.2
C 2.572 -1.257 -1.015 -0.1 0.1 -0.2
C 2.385 -2.641 -0.952 0.0 0.0 -0.1
C 1.137 -3.170 -1.168 0.0 0.0 -0.1
C 0.074 -2.306 -1.484 -0.1 -0.2 0.1
H -7.363 -9.893 -2.268 0.0 0.0 0.0
H -5.957 -9.525 -1.245 0.0 0.0 0.0
H -5.782 -9.591 -3.024 0.0 0.0 0.0
H -7.376 -5.502 -2.378 0.0 0.0 0.0
H -5.790 -3.646 -2.225 0.0 0.0 0.0
H -2.557 -6.445 -1.854 0.0 0.0 0.0
H -4.156 -8.303 -2.000 0.0 0.0 0.0
H -4.306 -2.202 -2.446 0.0 0.0 0.0
H -3.947 0.391 -2.638 0.0 0.0 0.0
H -3.172 2.726 -2.801 0.0 0.0 0.0
H -0.778 3.256 -2.395 0.0 0.0 0.0
H 3.539 -0.816 -0.814 0.0 0.0 0.0
H 3.232 -3.271 -0.717 0.0 0.0 0.0
H 0.953 -4.236 -1.109 0.0 0.0 0.0
F 0.029 2.360 0.339 -0.1 0.0 0.0
C -0.172 2.881 1.586 0.0 0.0 -0.1
C 0.712 2.577 2.595 -0.1 0.1 0.0
C 0.412 3.085 3.849 0.0 0.1 0.0
F 1.194 2.812 4.891 0.1 0.0 -0.1
C -0.703 3.877 4.073 -0.1 0.0 0.0
F -0.965 4.349 5.276 0.0 0.0 0.0
C -1.553 4.172 3.017 -0.1 0.1 0.1
F -2.616 4.926 3.214 0.0 0.0 0.0
C -1.288 3.667 1.754 0.0 0.0 0.0
F -2.099 3.934 0.730 0.0 0.0 0.0
Ge 2.284 1.493 2.283 -0.1 0.0 0.2
S 3.046 1.856 0.183 0.0 0.1 -0.3
C 3.743 2.105 3.370 0.1 0.0 0.0
C 4.409 1.328 4.305 0.0 0.0 0.1
F 4.055 0.057 4.517 -0.1 0.0 -0.1
C 5.443 1.835 5.070 0.0 0.0 0.0
F 6.069 1.072 5.951 0.0 0.0 0.0
C 5.822 3.158 4.908 0.1 0.0 0.1
F 6.807 3.651 5.629 0.0 0.0 0.0
C 5.166 3.967 3.992 0.0 0.0 0.0
F 5.528 5.232 3.844 0.0 0.0 0.0
C 4.142 3.427 3.242 0.1 0.1 0.0
F 3.519 4.226 2.360 -0.1 -0.1 0.0
C 1.889 -0.394 2.380 0.1 -0.2 -0.1
C 0.672 -0.926 2.776 -0.1 0.0 0.0
F -0.347 -0.133 3.122 0.1 0.1 0.0
C 0.450 -2.292 2.824 0.0 0.0 0.0
F -0.725 -2.775 3.198 0.0 0.0 0.0
C 1.467 -3.159 2.462 0.0 -0.1 0.0
F 1.259 -4.461 2.474 0.0 0.0 0.0
C 2.694 -2.661 2.052 -0.1 0.0 0.2
F 3.651 -3.490 1.655 0.1 0.0 0.1
C 2.879 -1.296 2.017 0.0 -0.1 0.1
F 4.055 -0.842 1.563 0.1 0.1 0.1